# 1
Computed, not measured: C4H7IN2 in the gas phase in a non-equilibrium geometry, with ωB97M-V/def2-TZVPD.

```
14
Properties=species:S:1:pos:R:3:lowdin_charge:R:1
H 1.101 -1.579 -3.529 0.0774
N 1.271 -0.999 -2.698 0.0957
C 0.624 -1.053 -1.657 -0.7526
I -1.373 -2.030 -1.401 0.6490
C 1.044 -0.709 -0.265 -0.3115
N -0.084 -0.147 0.441 -0.0881
C -0.109 0.926 1.089 -0.2522
C -1.443 1.342 1.625 -0.0762
H 1.908 0.011 -0.446 0.1336
H 1.337 -1.755 0.195 0.1551
H 0.612 1.699 1.250 0.1073
H -2.028 0.490 1.511 0.0367
H -1.178 1.418 2.749 0.1023
H -1.682 2.387 1.134 0.1235
```

Computed properties:
- SMILES = [H]/N=C(\I)C/N=C/C
- HOMO-LUMO gap (eV) = 9.2
- relative energy (zero: lowest compared OMol25 entry of this formula, charge and spin) (eV) = 1.955
- highest occupied orbital energy (eV) = -8.601
- DFT total energy (Eh) = -563.7409

---

# 2
Computed, not measured: a molecular structure, C24H19Cl5MnNOP, with ωB97M-V/def2-TZVPD.

```
52
Properties=species:S:1:pos:R:3:lowdin_charge:R:1
Mn 0.237 -0.021 0.323 0.2908
Cl 5.055 4.882 -1.574 0.6645
C 3.671 4.014 -1.027 -0.7216
C 3.616 2.633 -1.145 -0.7084
Cl 4.926 1.755 -1.837 0.6866
C 2.492 1.959 -0.694 -0.5364
Cl 2.387 0.217 -0.813 0.7906
C 1.377 2.586 -0.114 -0.4676
O 0.341 1.940 0.296 -0.1647
C 1.468 3.996 -0.009 -0.6102
Cl 0.131 4.811 0.702 0.7230
C 2.583 4.686 -0.453 -0.6967
Cl 2.643 6.399 -0.296 0.6842
C -3.948 -0.061 -0.757 -0.0881
C -4.529 -0.014 0.506 -0.0940
C -3.719 0.002 1.626 -0.0390
C -2.330 -0.033 1.485 -0.1997
C -1.719 -0.085 0.216 -0.1999
C -2.567 -0.097 -0.894 -0.1120
C -1.414 -0.069 2.630 -0.1956
C -1.836 -0.033 3.986 0.0160
C -0.921 -0.101 4.984 0.0055
C 0.458 -0.209 4.673 -0.1517
C 1.466 -0.288 5.657 -0.0305
C 2.782 -0.382 5.299 -0.0754
C 3.138 -0.399 3.936 -0.0637
C 2.181 -0.325 2.962 -0.0175
C 0.816 -0.230 3.311 -0.1810
N -0.127 -0.164 2.323 0.0625
H -4.579 -0.065 -1.639 0.0999
H -5.606 0.015 0.612 0.0979
H -4.180 0.041 2.606 0.0980
H -2.146 -0.119 -1.894 0.0939
H -2.888 0.055 4.211 0.1051
H -1.227 -0.073 6.023 0.1208
H 1.177 -0.270 6.701 0.1151
H 3.552 -0.439 6.057 0.1048
H 4.182 -0.466 3.656 0.1086
H 2.458 -0.335 1.915 0.0740
C 1.628 -3.272 0.443 -0.2585
P 0.113 -2.300 0.106 0.7689
C -1.100 -3.169 1.155 -0.2311
C -0.346 -2.887 -1.559 -0.2441
H 1.465 -4.342 0.303 0.0442
H 1.949 -3.090 1.470 0.0359
H 2.430 -2.946 -0.222 0.0333
H -1.047 -4.246 0.994 0.0486
H -2.103 -2.813 0.922 0.0475
H -0.895 -2.954 2.205 0.0450
H -0.398 -3.976 -1.605 0.0474
H 0.386 -2.533 -2.287 0.0437
H -1.318 -2.469 -1.819 0.0311
```

Computed properties:
- HOMO-LUMO gap (alpha / beta) (eV) = 7.4 / 7.1
- spin multiplicity = 2
- highest occupied orbital energy (alpha / beta) (eV) = -7.742 / -7.469
- DFT total energy (Eh) = -4849.2855